{
  "formula": "C14H16",
  "method": "ωB97M-V/def2-TZVPD",
  "total_charge": -1,
  "gap_ev": [2.30, 8.87],
  "multiplicity": 2,
  "s2": 0.751,
  "total_energy_ha": -542.969958,
  "species": ["C", "C", "C", "C", "C", "C", "C", "H", "H", "H", "H", "H", "H", "H", "H", "C", "C", "C", "C", "C", "C", "C", "H", "H", "H", "H", "H", "H", "H", "H"],
  "coordinates": [[-0.197, -0.013, -2.684], [-1.161, -3.636, -2.298], [-1.288, -2.281, -2.596], [0.082, -4.239, -2.353], [-0.085, -1.452, -2.602], [1.294, -3.492, -2.527], [1.142, -2.088, -2.598], [-2.019, -4.246, -2.040], [-2.275, -1.890, -2.752], [0.260, -5.310, -2.519], [2.199, -4.078, -2.512], [-1.178, 0.401, -2.943], [0.555, 0.593, -3.228], [2.109, -1.588, -2.695], [0.087, 0.600, -1.766], [0.978, 4.140, 2.063], [0.486, 0.407, 2.625], [-0.848, 0.353, 3.002], [1.056, 1.641, 2.366], [0.327, 2.806, 2.328], [-1.623, 1.528, 3.037], [-1.077, 2.681, 2.502], [1.141, -0.406, 2.928], [-1.207, -0.654, 3.182], [2.111, 1.747, 2.120], [-2.625, 1.453, 3.437], [0.303, 4.999, 2.115], [1.303, 4.210, 1.015], [-1.686, 3.568, 2.671], [1.833, 4.246, 2.723]],
  "forces_ev_per_a": [[0.57, 3.98, 0.73], [0.01, 0.17, -0.53], [2.25, 0.29, 1.17], [2.71, -0.08, -0.83], [-1.75, -1.94, -0.97], [-3.49, 0.21, 0.46], [1.85, -1.62, 0.32], [-0.18, 0.07, -0.48], [-0.14, 0.58, 0.25], [-0.72, 0.15, 0.84], [0.37, 0.48, -0.26], [0.12, -0.43, -0.09], [-0.24, -1.11, -0.92], [-0.60, 0.64, 0.12], [-0.76, -1.39, 0.18], [-0.28, -0.19, -0.77], [0.30, 0.28, 1.06], [-0.24, 0.11, -0.09], [0.89, 0.57, -0.48], [-1.42, 0.12, -0.43], [0.65, -1.89, -0.84], [0.20, 1.09, 1.77], [-0.13, -0.25, -0.85], [-0.47, 0.24, 0.53], [0.04, -0.27, 0.30], [-0.16, 0.25, -0.29], [-0.09, -0.22, 0.59], [0.36, -0.28, 0.09], [0.23, 0.13, -0.54], [0.12, 0.32, -0.05]]
}

{
  "formula": "C14H16",
  "method": "ωB97M-V/def2-TZVPD",
  "total_charge": 0,
  "smiles": "Cc1ccccc1.Cc1ccccc1",
  "gap_ev": 9.63,
  "multiplicity": 1,
  "total_energy_ha": -542.996263,
  "species": ["C", "C", "C", "C", "C", "C", "C", "H", "H", "H", "H", "H", "H", "H", "H", "C", "C", "C", "C", "C", "C", "C", "H", "H", "H", "H", "H", "H", "H", "H"],
  "coordinates": [[-4.255, 0.627, 2.348], [-2.949, 0.817, 1.646], [-3.034, 1.116, 0.269], [-2.013, 1.467, -0.591], [-0.725, 1.509, -0.017], [-0.538, 1.153, 1.298], [-1.618, 0.868, 2.081], [-4.543, -0.452, 2.357], [-4.987, 1.345, 1.856], [-4.081, 0.904, 3.379], [-4.035, 1.128, -0.170], [-2.056, 1.677, -1.642], [0.123, 1.646, -0.747], [0.521, 0.857, 1.639], [-1.419, 0.500, 3.205], [1.974, 0.888, -2.133], [2.274, -0.382, -1.471], [3.552, -0.893, -1.587], [3.750, -2.171, -1.037], [2.791, -2.747, -0.174], [1.509, -2.273, 0.036], [1.248, -1.111, -0.743], [2.243, 0.745, -3.180], [2.483, 1.770, -1.802], [0.881, 1.012, -2.111], [4.261, -0.226, -2.096], [4.696, -2.679, -1.228], [2.871, -3.653, 0.386], [0.804, -2.714, 0.833], [0.272, -0.729, -0.606]],
  "forces_ev_per_a": [[0.21, 0.04, 0.14], [1.52, 1.18, -2.75], [-1.77, 0.24, -0.78], [1.84, -0.05, 1.86], [0.37, -0.08, -2.15], [2.42, -0.80, -0.17], [-1.10, -1.99, 4.65], [-0.21, 0.93, -0.26], [0.58, -1.35, 0.86], [-0.43, 0.16, 0.40], [0.07, -0.15, 0.14], [-0.72, 0.03, -0.24], [-0.98, 0.17, 1.56], [-1.78, 1.01, -0.28], [-0.35, 1.00, -2.50], [-1.53, -0.13, -1.50], [-1.45, -1.69, 1.92], [-0.77, -0.87, 0.57], [0.44, 0.16, 0.54], [-0.14, -0.72, -0.04], [0.07, 2.07, -0.88], [1.31, -0.09, 0.68], [-0.05, 0.31, -0.20], [0.26, 0.40, 0.58], [0.56, 0.36, -0.30], [0.16, -0.95, 0.11], [-0.24, 0.05, 0.34], [1.42, -0.77, -0.11], [1.10, 0.75, -1.75], [-0.79, 0.80, -0.42]]
}

{
  "formula": "C14H16",
  "method": "ωB97M-V/def2-TZVPD",
  "total_charge": 0,
  "smiles": "Cc1ccccc1.Cc1ccccc1",
  "gap_ev": 9.86,
  "multiplicity": 1,
  "total_energy_ha": -543.044366,
  "species": ["C", "C", "C", "C", "C", "C", "C", "H", "H", "H", "H", "H", "H", "H", "H", "C", "C", "C", "C", "C", "C", "C", "H", "H", "H", "H", "H", "H", "H", "H"],
  "coordinates": [[-1.302, -2.011, 1.520], [-2.316, -1.047, 0.957], [-3.378, -0.643, 1.753], [-4.259, 0.299, 1.235], [-4.075, 0.755, -0.053], [-2.968, 0.432, -0.819], [-2.052, -0.459, -0.282], [-0.984, -1.709, 2.517], [-0.453, -2.142, 0.850], [-1.664, -3.036, 1.644], [-3.457, -1.065, 2.744], [-5.143, 0.583, 1.781], [-4.809, 1.454, -0.418], [-2.822, 0.893, -1.786], [-1.049, -0.602, -0.662], [4.716, -0.980, -0.179], [3.616, 0.014, -0.481], [3.276, 0.354, -1.775], [2.153, 1.161, -2.002], [1.286, 1.499, -0.980], [1.641, 1.144, 0.321], [2.717, 0.320, 0.558], [5.410, -0.690, 0.608], [5.369, -1.020, -1.056], [4.256, -1.960, -0.076], [3.785, -0.096, -2.617], [2.122, 1.680, -2.956], [0.551, 2.256, -1.167], [0.996, 1.430, 1.109], [2.960, -0.150, 1.504]],
  "forces_ev_per_a": [[0.01, -0.60, 0.02], [0.97, -0.15, 0.37], [-0.03, 0.15, -0.66], [0.00, -0.94, 0.21], [-0.45, 0.72, -0.20], [0.12, -0.17, 0.29], [-0.10, 0.18, 0.65], [0.26, 0.14, -0.05], [0.20, 0.36, 0.13], [-0.44, 0.15, -0.05], [-0.26, 0.05, 0.10], [-0.04, 0.22, 0.17], [-0.07, 0.14, -0.31], [0.07, 0.02, -0.05], [-0.20, -0.23, -0.61], [0.38, 0.55, -1.41], [-0.78, -1.28, 0.57], [-0.46, 0.12, 0.18], [0.62, 0.24, -0.32], [1.60, 0.85, 0.06], [-0.63, -0.86, -0.36], [1.06, 0.23, -0.57], [-0.48, -0.15, 0.50], [-0.08, -0.24, -0.08], [0.30, -0.13, 0.47], [0.46, 0.44, -0.02], [-0.64, -0.49, -0.19], [-0.60, 0.00, 0.03], [-0.54, 0.20, 0.82], [-0.28, 0.49, 0.33]]
}

{
  "formula": "C14H16",
  "method": "ωB97M-V/def2-TZVPD",
  "total_charge": 0,
  "smiles": "Cc1ccccc1.Cc1ccccc1",
  "gap_ev": 9.90,
  "multiplicity": 1,
  "total_energy_ha": -543.030513,
  "species": ["C", "C", "C", "C", "C", "C", "C", "H", "H", "H", "H", "H", "H", "H", "H", "C", "C", "C", "C", "C", "C", "C", "H", "H", "H", "H", "H", "H", "H", "H"],
  "coordinates": [[-1.213, 0.035, 2.249], [-1.828, 0.534, 0.987], [-2.697, -0.221, 0.250], [-3.229, 0.324, -0.947], [-2.678, 1.446, -1.475], [-1.661, 2.182, -0.799], [-1.392, 1.781, 0.477], [-0.597, 0.791, 2.730], [-0.565, -0.826, 2.102], [-1.876, -0.278, 3.061], [-2.870, -1.261, 0.501], [-4.067, -0.159, -1.422], [-2.906, 1.796, -2.481], [-1.126, 3.013, -1.235], [-0.799, 2.418, 1.128], [1.952, -2.153, 1.443], [1.909, -1.352, 0.154], [0.795, -1.123, -0.644], [0.793, -0.188, -1.700], [1.980, 0.490, -1.912], [3.161, 0.316, -1.195], [3.051, -0.595, -0.132], [2.615, -1.594, 2.114], [2.321, -3.152, 1.242], [1.026, -2.073, 1.992], [-0.141, -1.651, -0.584], [-0.046, 0.198, -2.259], [1.921, 1.228, -2.719], [4.129, 0.791, -1.242], [4.038, -0.718, 0.317]],
  "forces_ev_per_a": [[0.33, -0.14, 1.18], [0.50, 0.68, 0.08], [-0.35, 0.17, -1.05], [0.07, -0.94, 0.96], [1.45, 1.72, -0.93], [-1.31, -1.04, -0.07], [0.34, -0.15, 0.87], [0.18, 0.19, -0.21], [0.07, -0.05, -0.36], [-0.53, 0.03, -0.40], [-0.47, 0.14, 0.28], [0.10, -0.27, -0.33], [-0.44, -0.18, 0.21], [-0.32, 0.16, -0.10], [0.29, -0.23, -0.13], [0.21, 1.01, -0.36], [0.34, 0.99, 0.32], [-0.92, 0.15, -1.15], [1.82, 0.04, 1.44], [0.39, 1.67, -1.67], [-1.63, -1.56, 1.42], [1.24, 0.34, -1.27], [0.37, -0.50, -0.18], [-0.20, -0.27, 0.45], [-0.53, -0.75, -0.21], [-0.13, -0.40, 0.83], [-0.39, -0.77, 0.09], [0.36, -0.07, 0.22], [-0.25, 0.46, -0.81], [-0.61, -0.45, 0.87]]
}

{
  "formula": "C14H16",
  "method": "ωB97M-V/def2-TZVPD",
  "total_charge": 0,
  "smiles": "Cc1ccccc1.Cc1ccccc1",
  "gap_ev": 9.79,
  "multiplicity": 1,
  "total_energy_ha": -543.049425,
  "species": ["C", "C", "C", "C", "C", "C", "C", "H", "H", "H", "H", "H", "H", "H", "H", "C", "C", "C", "C", "C", "C", "C", "H", "H", "H", "H", "H", "H", "H", "H"],
  "coordinates": [[3.812, 2.042, 1.266], [3.035, 1.988, -0.011], [1.923, 1.171, -0.135], [1.270, 1.000, -1.352], [1.706, 1.731, -2.431], [2.785, 2.615, -2.322], [3.484, 2.690, -1.142], [4.831, 1.739, 1.119], [3.377, 1.509, 2.096], [3.892, 3.065, 1.657], [1.633, 0.654, 0.761], [0.417, 0.340, -1.401], [1.237, 1.781, -3.403], [3.103, 3.154, -3.204], [4.441, 3.181, -0.995], [-0.867, -3.540, 0.521], [-1.837, -2.409, 0.704], [-2.434, -1.758, -0.356], [-3.502, -0.872, -0.194], [-4.074, -0.714, 1.045], [-3.592, -1.486, 2.118], [-2.456, -2.237, 1.956], [-1.391, -4.376, 0.058], [-0.423, -3.874, 1.456], [-0.054, -3.267, -0.150], [-1.992, -1.923, -1.336], [-3.790, -0.411, -1.096], [-4.829, 0.038, 1.193], [-4.224, -1.409, 2.992], [-2.145, -2.779, 2.843]],
  "forces_ev_per_a": [[-0.08, 1.22, 0.41], [-0.06, -0.19, -0.60], [0.36, 0.10, 0.13], [-0.08, 0.14, 0.45], [0.21, 1.15, -0.66], [0.15, -0.52, -0.06], [0.32, -0.40, 1.16], [0.51, -0.45, -0.06], [-0.22, -0.60, 0.00], [-0.08, 0.05, -0.30], [-0.41, -0.37, 0.09], [-0.08, -0.06, -0.16], [-0.42, -0.62, 0.06], [0.06, 0.08, 0.04], [-0.20, 0.47, -0.48], [0.42, 0.37, -0.32], [-1.16, -0.53, 1.03], [0.68, 0.13, -0.24], [1.23, -1.00, 0.19], [0.35, -0.12, 0.03], [-0.94, 1.49, -1.01], [-0.13, -0.63, 0.55], [0.02, -0.13, 0.07], [-0.09, 0.02, 0.08], [0.08, 0.02, -0.07], [-0.25, 0.10, -0.08], [-0.80, 0.93, -0.62], [-0.45, -0.13, 0.07], [0.67, -0.27, 0.53], [0.40, -0.21, -0.22]]
}

{
  "formula": "C14H16",
  "method": "ωB97M-V/def2-TZVPD",
  "total_charge": 0,
  "smiles": "Cc1ccccc1.Cc1ccccc1",
  "gap_ev": 9.54,
  "multiplicity": 1,
  "total_energy_ha": -542.994844,
  "species": ["C", "C", "C", "C", "C", "C", "C", "H", "H", "H", "H", "H", "H", "H", "H", "C", "C", "C", "C", "C", "C", "C", "H", "H", "H", "H", "H", "H", "H", "H"],
  "coordinates": [[-0.562, 2.716, 2.536], [-0.147, 1.278, 2.611], [-1.099, 0.280, 2.282], [-0.802, -1.084, 2.697], [0.476, -1.336, 3.348], [1.454, -0.325, 3.509], [1.106, 0.962, 3.160], [-0.813, 3.139, 1.511], [0.356, 3.329, 2.804], [-1.252, 2.903, 3.345], [-2.064, 0.562, 1.769], [-1.461, -1.938, 2.629], [0.709, -2.350, 3.880], [2.457, -0.497, 3.959], [1.615, 1.881, 3.596], [-2.167, 0.476, -3.278], [-0.867, -0.154, -3.125], [0.289, 0.731, -3.279], [1.534, 0.188, -2.829], [1.617, -1.141, -2.577], [0.533, -1.973, -2.343], [-0.712, -1.437, -2.680], [-2.381, 1.109, -2.415], [-2.997, -0.159, -3.462], [-2.320, 1.160, -4.183], [0.191, 1.766, -3.689], [2.407, 0.843, -2.908], [2.597, -1.671, -2.580], [0.625, -3.118, -1.999], [-1.585, -2.050, -2.463]],
  "forces_ev_per_a": [[2.22, 1.52, -0.78], [-0.79, -0.88, -0.52], [0.66, -1.73, 0.51], [2.19, 1.82, 0.76], [-0.37, -0.88, 0.32], [-0.32, -0.73, 0.10], [-0.77, 1.96, 0.87], [-0.37, -0.86, 1.35], [-1.00, -0.55, -0.20], [-0.74, 0.35, -0.25], [1.19, -0.46, 0.77], [-0.30, 0.29, -0.25], [-0.64, 1.79, -1.49], [-1.04, -0.15, -0.22], [0.08, -1.50, -0.97], [-1.75, 2.21, -1.64], [2.62, 2.41, -0.74], [-0.19, -2.03, 1.30], [-1.53, 2.70, -2.37], [1.95, -3.05, 1.16], [-0.39, -1.56, -0.50], [-0.16, -1.28, 1.28], [-0.15, -0.10, 0.03], [-0.68, -1.18, 0.44], [0.97, -0.58, 1.06], [0.02, -1.06, 0.65], [-0.10, -0.53, 0.05], [-0.50, 0.90, 0.51], [-0.05, 2.94, -0.94], [-0.08, 0.22, -0.27]]
}

multiplicity of number 3 (C14H16)? 1

Which formula does entry 2 have? C14H16